114
Properties=species:S:1:pos:R:3:forces:R:3 method="wB97M-V/def2-TZVPD" orbital_gap_ev=5.4474 total_energy_ha=-2761.66365 total_charge=+1 e_homo_ev=-10.35
C -2.1664 -3.0990 3.7478 -0.10 0.16 -0.42
C -0.9576 -2.2089 4.2489 0.10 -1.53 0.17
C -0.0110 -1.6985 3.0892 -0.56 1.82 2.21
C 1.3864 -1.3094 3.7268 -0.47 0.82 -0.30
O 0.0591 -2.5734 1.9289 1.66 -0.87 0.15
C 0.7841 -3.7166 2.1585 0.55 -0.35 0.23
O 0.4720 -4.6011 2.9014 0.13 0.60 -0.28
C 2.1241 -3.9666 1.3564 0.76 0.06 -1.72
C 3.4508 -3.5750 1.8337 -0.66 -1.28 -2.24
C 4.6089 -3.9093 1.0118 -1.35 0.03 0.61
N 4.4769 -4.5885 -0.1887 -2.45 -0.34 0.79
N 5.5784 -4.9401 -0.9693 0.96 -0.55 0.16
C 3.2336 -4.9602 -0.6836 -1.58 0.87 1.99
C 2.0133 -4.6721 0.0692 2.63 0.78 -0.17
P 0.4122 -5.2559 -0.6729 -2.22 -1.43 -0.49
O -0.1340 -6.4686 -0.0094 1.01 1.54 -0.23
O -0.6650 -4.0037 -0.6505 1.93 -1.17 -0.07
O 0.7517 -5.5804 -2.2679 -0.60 1.30 2.13
H -2.3423 -2.9093 2.6469 -0.01 -0.17 1.17
H -3.1186 -2.8686 4.2955 0.96 -0.17 -0.51
H -1.9553 -4.1994 3.8584 -0.13 1.21 -0.08
H -1.3206 -1.3626 4.8965 0.50 -0.59 -0.98
H -0.3399 -2.8687 4.9313 -0.56 0.78 -0.63
H -0.4694 -0.7349 2.7217 0.54 -1.21 -0.10
H 2.0315 -2.1765 4.0202 -0.65 0.60 -0.29
H 1.1530 -0.7420 4.6752 0.21 -0.71 -0.95
H 1.9363 -0.5612 3.0819 -0.39 -1.05 0.53
H 3.5188 -3.0404 2.8051 0.37 -0.48 -1.01
H 5.6535 -3.6663 1.3258 -1.12 -0.22 -0.41
H 6.3254 -5.3065 -0.3651 -0.31 0.45 -0.11
H 5.3380 -5.7372 -1.5742 -0.18 0.62 0.24
H 3.1518 -5.4975 -1.6559 0.42 0.56 0.88
H -1.0805 -3.9170 0.2302 0.04 -0.10 -0.40
H -0.0819 -5.9454 -2.6413 0.58 0.07 0.08
C 1.7285 4.2140 2.5249 0.07 -0.01 0.19
O 1.5402 2.8240 2.2894 -0.07 0.14 -0.20
C 0.5587 2.5698 1.2904 0.36 -0.38 0.17
C 1.2032 2.2020 -0.0359 -0.42 0.49 -0.19
O 1.8964 3.3150 -0.5991 0.16 -0.32 0.31
C 3.3005 3.2242 -0.4127 -0.03 0.14 -0.09
H 2.6165 4.3393 3.1453 -0.06 -0.08 0.02
H 1.8729 4.7662 1.5934 -0.05 -0.02 -0.01
H 0.8643 4.6174 3.0628 0.02 0.10 -0.05
H -0.1130 3.4257 1.1753 0.06 -0.01 -0.08
H -0.0362 1.7187 1.6404 -0.07 0.01 -0.07
H 0.4156 1.9252 -0.7449 -0.02 -0.04 0.03
H 1.8711 1.3411 0.0781 0.04 0.05 0.08
H 3.7163 2.4558 -1.0738 0.09 -0.04 0.05
H 3.5580 2.9969 0.6248 -0.02 -0.03 -0.02
H 3.7401 4.1862 -0.6766 -0.09 -0.03 -0.04
C -0.4240 3.6760 -6.0410 0.10 0.04 -0.14
O 0.8555 3.1107 -5.7940 -0.22 0.00 0.22
C 1.2685 3.2742 -4.4425 0.30 -0.31 -0.32
C 1.0931 1.9886 -3.6527 -0.20 0.33 0.32
O -0.2866 1.6664 -3.4882 0.11 -0.17 -0.22
C -0.7143 0.6425 -4.3722 -0.10 0.07 0.10
H -0.7588 3.3473 -7.0248 0.11 0.01 0.02
H -1.1566 3.3562 -5.2982 0.04 0.02 0.00
H -0.3522 4.7685 -6.0407 -0.14 0.00 0.03
H 0.7332 4.1013 -3.9657 -0.04 -0.09 0.04
H 2.3328 3.5303 -4.4638 -0.01 0.01 0.07
H 1.5062 2.1332 -2.6503 0.05 0.07 -0.11
H 1.6344 1.1620 -4.1251 -0.06 0.05 -0.12
H -0.3104 -0.3233 -4.0493 0.01 -0.06 -0.10
H -0.4102 0.8433 -5.4023 0.04 -0.01 0.03
H -1.8032 0.5953 -4.3346 0.05 0.03 0.08
C -4.6092 -8.1222 -1.8511 0.09 -0.04 -0.10
O -3.3173 -8.6703 -1.6374 -0.23 0.12 0.14
C -2.8758 -8.5165 -0.2904 0.40 -0.38 -0.26
C -3.0143 -9.8139 0.4888 -0.34 0.33 0.31
O -4.3818 -10.1604 0.6804 0.14 -0.07 -0.30
C -4.8128 -11.1824 -0.2057 -0.09 0.00 0.12
H -4.9580 -8.4459 -2.8320 0.10 0.00 0.02
H -5.3225 -8.4621 -1.0968 0.02 0.03 0.02
H -4.5555 -7.0278 -1.8403 -0.12 0.02 0.04
H -3.4128 -7.7022 0.2069 -0.06 -0.08 0.01
H -1.8176 -8.2438 -0.3324 -0.04 0.02 0.09
H -2.5798 -9.6736 1.4836 0.06 0.01 -0.03
H -2.4708 -10.6255 -0.0051 -0.03 0.06 -0.07
H -4.3860 -12.1439 0.0971 0.00 -0.04 -0.10
H -4.5357 -10.9657 -1.2404 0.04 -0.01 0.02
H -5.8992 -11.2482 -0.1437 0.06 0.04 0.09
C -3.5963 4.5787 -4.3531 0.04 0.04 -0.09
O -3.9897 4.6984 -5.7109 -0.09 -0.13 0.26
C -4.9341 3.7038 -6.0936 0.05 0.37 -0.38
C -6.3432 4.2706 -6.1500 -0.09 -0.40 0.34
O -6.8133 4.6191 -4.8523 0.22 0.21 -0.14
C -6.7533 6.0166 -4.6104 -0.09 -0.06 0.08
H -3.0359 5.4732 -4.0797 0.01 -0.03 -0.11
H -4.4583 4.4899 -3.6875 -0.01 -0.03 -0.02
H -2.9465 3.7055 -4.2320 -0.05 -0.01 0.18
H -4.8870 2.8402 -5.4222 -0.07 0.06 0.05
H -4.6518 3.3660 -7.0961 -0.04 -0.03 0.01
H -7.0168 3.4989 -6.5358 0.03 0.01 -0.05
H -6.3915 5.1289 -6.8271 0.09 0.00 0.03
H -7.5358 6.5283 -5.1798 0.06 0.09 -0.01
H -5.7766 6.4319 -4.8711 -0.02 -0.01 -0.04
H -6.9294 6.1840 -3.5475 -0.04 -0.09 -0.05
C 6.0561 6.9340 7.5144 -0.01 0.13 0.07
O 5.2082 7.9502 7.0019 0.08 -0.31 -0.15
C 5.2127 7.9978 5.5797 -0.36 0.31 0.24
C 3.9637 7.3534 5.0011 0.39 -0.22 -0.27
O 3.9489 5.9473 5.2347 -0.16 0.11 0.24
C 3.0847 5.5886 6.3031 0.04 -0.10 -0.10
H 5.8533 6.8280 8.5802 -0.02 0.10 -0.05
H 5.8760 5.9727 7.0268 0.02 0.01 -0.03
H 7.1042 7.2230 7.3829 0.03 -0.11 0.00
H 6.1166 7.5316 5.1750 -0.07 -0.07 0.00
H 5.2244 9.0551 5.2966 0.00 -0.03 -0.05
H 3.9663 7.4953 3.9156 -0.01 0.05 0.01
H 3.0606 7.8252 5.4003 0.07 0.00 0.07
H 2.0410 5.6873 5.9864 -0.05 0.03 0.11
H 3.2603 6.2016 7.1902 -0.02 0.03 -0.04
H 3.2742 4.5456 6.5594 0.03 0.03 -0.10